{"formula": "C22H25BBrN9O4PPdS2", "method": "ωB97M-V/def2-TZVPD", "species": ["Pd", "C", "C", "N", "N", "C", "B", "N", "C", "C", "C", "N", "N", "C", "C", "C", "N", "N", "C", "C", "C", "N", "H", "H", "H", "H", "H", "H", "H", "H", "H", "H", "H", "H", "C", "C", "O", "P", "S", "S", "O", "C", "C", "H", "H", "H", "H", "H", "H", "H", "H", "H", "H", "Br", "C", "C", "N", "C", "C", "C", "C", "O", "O", "H", "H", "H"], "coordinates": [[-0.2271, -0.0812, 0.0190], [-2.5099, 1.7822, -3.3134], [-2.3253, 0.6901, -2.4674], [-1.1884, 0.8180, -1.7912], [-0.6268, 1.9866, -2.1767], [-1.4107, 2.5807, -3.0942], [0.6968, 2.5499, -1.6075], [1.7840, 1.4656, -1.7360], [2.9964, 1.4712, -2.3091], [3.5333, 0.2041, -2.2034], [2.5603, -0.5384, -1.5398], [1.5128, 0.2314, -1.2610], [0.4902, 2.8614, -0.0947], [1.0146, 3.8109, 0.6928], [0.4525, 3.6962, 1.9507], [-0.4206, 2.6156, 1.8414], [-0.3820, 2.1100, 0.6114], [1.0442, 3.8119, -2.3665], [0.7122, 5.1050, -2.1166], [1.0478, 5.8501, -3.2172], [1.5678, 4.9087, -4.1245], [1.5625, 3.6932, -3.6143], [-3.3204, 1.9543, -3.9980], [-2.9434, -0.1795, -2.3374], [-1.1150, 3.5127, -3.5445], [3.3690, 2.3629, -2.7787], [4.4851, -0.1358, -2.5691], [2.5633, -1.5760, -1.2570], [1.7421, 4.5066, 0.3113], [0.6268, 4.3312, 2.8011], [-1.0762, 2.1760, 2.5746], [0.2231, 5.4005, -1.2047], [0.9247, 6.9105, -3.3477], [1.9514, 5.0675, -5.1192], [-3.4777, -4.5198, 2.0198], [-2.0132, -4.4304, 1.6720], [-1.8657, -4.3647, 0.2265], [-1.3289, -3.0457, -0.4648], [-2.4620, -1.4519, -0.0774], [0.4969, -2.5704, 0.1281], [-1.4586, -3.3916, -1.9906], [-0.7134, -4.4970, -2.5830], [-1.6444, -5.6475, -2.8697], [-3.5920, -4.6264, 3.0993], [-3.9381, -5.3823, 1.5404], [-4.0059, -3.6195, 1.7068], [-1.4626, -5.3167, 1.9834], [-1.5421, -3.5524, 2.1191], [0.0984, -4.7816, -1.9103], [-0.2742, -4.0863, -3.4899], [-2.0743, -6.0377, -1.9486], [-1.0941, -6.4491, -3.3631], [-2.4512, -5.3309, -3.5294], [4.1215, 0.1831, 6.4984], [2.4450, -0.0681, 5.8256], [1.3661, -0.2843, 6.7604], [0.1313, -0.4889, 6.3872], [-0.1106, -0.4872, 5.0716], [0.8700, -0.2372, 4.0783], [2.1721, -0.0358, 4.4535], [0.4630, -0.2138, 2.6177], [1.3669, -0.0087, 1.7878], [-0.7455, -0.3913, 2.3670], [1.5935, -0.2624, 7.8211], [-1.1227, -0.6946, 4.7421], [2.9374, 0.1371, 3.7081]], "atomic_forces_ev_per_a": [[0.065, 0.355, 0.179], [0.017, 0.017, -0.027], [0.068, -0.097, -0.043], [-0.063, 0.094, 0.005], [-0.109, -0.007, 0.068], [0.049, -0.030, -0.036], [-0.008, 0.039, 0.014], [-0.060, -0.062, -0.088], [0.037, -0.003, -0.018], [0.013, 0.047, 0.001], [-0.060, 0.009, 0.064], [0.053, -0.009, -0.047], [-0.141, 0.000, 0.005], [0.061, -0.036, -0.007], [-0.054, 0.070, -0.017], [0.032, -0.035, -0.027], [0.132, -0.063, -0.030], [0.223, -0.016, 0.009], [-0.140, 0.087, -0.028], [-0.107, -0.006, 0.047], [0.082, 0.004, 0.038], [0.007, -0.091, -0.057], [-0.014, 0.001, -0.006], [-0.014, 0.003, 0.016], [-0.026, 0.018, -0.011], [0.017, 0.000, -0.011], [0.015, -0.001, -0.004], [0.005, -0.007, -0.001], [0.000, 0.018, 0.006], [-0.006, 0.003, 0.013], [0.010, -0.003, 0.019], [0.027, 0.006, 0.024], [-0.004, 0.012, -0.014], [0.007, 0.011, -0.015], [-0.015, 0.004, 0.033], [0.025, -0.023, -0.016], [-0.006, 0.103, 0.013], [-0.097, -0.210, -0.137], [-0.075, -0.008, 0.021], [0.101, -0.065, -0.018], [-0.009, 0.006, 0.071], [0.061, 0.024, -0.010], [-0.021, -0.007, -0.007], [0.003, -0.004, 0.005], [0.005, -0.006, -0.012], [0.005, 0.005, -0.011], [-0.010, 0.007, 0.002], [-0.006, -0.002, 0.000], [-0.011, -0.011, -0.005], [-0.017, -0.013, 0.003], [-0.004, -0.001, 0.003], [0.019, 0.004, 0.001], [-0.005, 0.006, 0.004], [-0.067, -0.007, -0.054], [-0.011, 0.006, -0.122], [0.057, 0.001, 0.168], [-0.003, -0.025, 0.108], [-0.196, -0.022, 0.059], [0.279, 0.054, -0.198], [-0.031, 0.011, -0.040], [0.228, -0.047, 0.034], [-0.056, -0.101, -0.023], [-0.177, 0.013, 0.070], [-0.074, -0.012, 0.017], [-0.006, -0.005, 0.036], [-0.002, -0.003, -0.017]], "homo_energy_ev": [-10.8639, -11.0837], "orbital_gap_ev": [6.6773, 2.9843], "e_lumo_ev": [-4.19, -8.10], "s_squared": 6.033, "charge": 1, "spin_multiplicity": 5}



{"formula": "C22H25BClF4N2O4PPt", "method": "ωB97M-V/def2-TZVPD", "species": ["Pt", "Cl", "C", "C", "C", "C", "O", "C", "C", "N", "C", "C", "C", "C", "C", "C", "C", "C", "N", "C", "C", "H", "H", "H", "H", "H", "H", "H", "H", "H", "H", "F", "B", "F", "F", "F", "C", "C", "O", "P", "O", "C", "C", "O", "C", "C", "H", "H", "H", "H", "H", "H", "H", "H", "H", "H", "H", "H", "H", "H", "H"], "coordinates": [[-0.0801, -0.4891, -0.4059], [-5.7024, -1.5849, -4.9114], [-4.3505, -1.0525, -3.9965], [-3.8460, 0.2370, -4.2188], [-2.7461, 0.6488, -3.5092], [-2.1023, -0.1751, -2.5571], [-1.0208, 0.2691, -2.0169], [-2.6741, -1.4789, -2.2921], [-2.2118, -2.3475, -1.2921], [-1.2394, -2.1136, -0.4088], [-1.0389, -2.9046, 0.6757], [-1.8224, -4.0106, 1.0584], [-1.5105, -4.7342, 2.1904], [-0.4413, -4.3848, 2.9932], [0.3292, -3.2468, 2.6954], [1.3659, -2.7711, 3.5212], [1.9907, -1.5909, 3.1926], [1.6300, -0.9164, 2.0338], [0.7150, -1.3881, 1.1889], [0.0352, -2.5085, 1.5243], [-3.7777, -1.8900, -3.0663], [-4.3098, 0.8939, -4.9371], [-2.3338, 1.6341, -3.6521], [-2.7532, -3.2812, -1.2067], [-2.6809, -4.2969, 0.4781], [-2.1260, -5.5793, 2.4570], [-0.2017, -4.9569, 3.8748], [1.5950, -3.3094, 4.4263], [2.7393, -1.1569, 3.8346], [2.0494, 0.0492, 1.8088], [-4.1800, -2.8783, -2.9048], [-2.3336, 1.4011, 3.3054], [-1.5864, 0.3374, 2.9000], [-0.2838, 0.4412, 3.3653], [-2.1272, -0.8679, 3.2438], [-1.4977, 0.3834, 1.4551], [4.2820, 1.3711, 1.1012], [3.8250, 0.5760, -0.1121], [2.8519, 1.2796, -0.8761], [1.2825, 1.4209, -0.5390], [1.3560, 2.3809, 0.7171], [0.2356, 2.9377, 1.4323], [0.5709, 4.3712, 1.8014], [0.8792, 2.4784, -1.6566], [0.8338, 2.3052, -3.0715], [2.0427, 2.9650, -3.7165], [4.9688, 0.7771, 1.6964], [3.4295, 1.6577, 1.7067], [4.7795, 2.2784, 0.7762], [3.4353, -0.4044, 0.1851], [4.6711, 0.4225, -0.7892], [0.0782, 2.3461, 2.3348], [-0.6644, 2.8880, 0.8193], [1.4796, 4.3934, 2.3967], [-0.2428, 4.7859, 2.3919], [0.7198, 4.9770, 0.9106], [-0.0909, 2.7908, -3.4018], [0.7942, 1.2456, -3.3379], [2.0996, 4.0074, -3.4162], [1.9630, 2.9112, -4.7990], [2.9483, 2.4564, -3.4012]], "atomic_forces_ev_per_a": [[1.403, 1.260, -1.645], [-0.472, -0.196, -0.301], [0.383, -0.457, 0.475], [0.573, -0.121, 0.543], [-0.217, 0.049, -0.202], [-0.077, -0.916, 0.270], [-0.026, 0.359, 0.242], [0.498, 1.192, -0.517], [1.272, 0.169, 1.412], [-2.097, 0.607, -2.502], [-0.124, -2.191, 2.059], [0.773, 1.512, -0.947], [0.758, -0.236, 1.035], [-0.482, -0.135, -0.288], [-0.044, 0.134, -0.412], [0.013, 0.589, -0.286], [0.003, -0.729, 0.500], [-0.749, -0.185, -0.680], [0.737, 0.814, 0.738], [-0.597, -1.032, 0.138], [-0.332, 0.441, -0.395], [-0.097, 0.010, -0.077], [0.059, 0.128, -0.053], [0.024, -0.115, 0.049], [-0.154, -0.041, -0.076], [-0.024, -0.094, 0.042], [-0.022, -0.073, 0.143], [0.146, -0.027, 0.143], [0.070, 0.046, 0.060], [0.017, 0.007, -0.034], [-0.151, -0.089, -0.028], [-0.544, 0.742, 0.441], [-0.058, 0.177, -1.112], [1.029, 0.041, 0.574], [-0.405, -1.025, 0.380], [-0.553, 0.240, 0.305], [-0.202, -0.088, -0.321], [0.353, -0.264, 0.249], [-0.614, 0.012, -0.143], [0.052, 0.196, -0.228], [0.350, -0.474, -0.068], [-0.493, 0.350, 0.477], [0.011, -0.344, -0.230], [-0.161, -0.228, 0.506], [0.115, -0.066, -0.612], [-0.246, -0.115, 0.311], [0.136, -0.082, 0.072], [-0.023, 0.064, 0.186], [0.090, 0.153, 0.022], [0.054, 0.047, -0.164], [-0.207, -0.100, 0.063], [-0.009, -0.031, -0.237], [0.024, -0.083, -0.004], [0.106, 0.060, 0.088], [-0.058, 0.038, 0.023], [-0.004, 0.090, -0.047], [0.126, -0.199, 0.063], [-0.117, 0.104, 0.122], [0.053, 0.124, -0.008], [-0.025, -0.015, -0.123], [0.158, -0.007, 0.006]], "homo_energy_ev": -8.0224, "orbital_gap_ev": 6.6399, "e_lumo_ev": -1.38, "charge": 0, "spin_multiplicity": 1}



{"formula": "C22H25BF3O2", "method": "ωB97M-V/def2-TZVPD", "species": ["C", "C", "C", "C", "C", "C", "O", "B", "C", "C", "C", "O", "H", "H", "H", "H", "H", "H", "H", "H", "H", "H", "H", "H", "H", "H", "H", "H", "H", "F", "C", "C", "C", "F", "C", "C", "C", "C", "C", "C", "C", "C", "F", "C", "C", "H", "H", "H", "H", "H", "H", "H", "H"], "coordinates": [[1.7899, -4.8767, -1.4222], [1.9035, -3.8065, -0.3327], [2.2849, -4.5085, 0.9489], [2.8078, -2.5605, -0.7567], [3.3377, -1.7622, 0.4415], [3.9761, -2.8632, -1.6634], [1.8712, -1.7232, -1.4666], [0.6491, -2.0492, -0.9193], [-0.6245, -1.1639, -1.0810], [-0.9516, -0.4746, 0.2022], [-0.1748, 0.5156, 0.6726], [0.6060, -3.2026, -0.1635], [2.7389, -5.4146, -1.5452], [1.0328, -5.6131, -1.1181], [1.4899, -4.4653, -2.3963], [3.2802, -4.9573, 0.8455], [2.2892, -3.8341, 1.8097], [1.5763, -5.3211, 1.1454], [4.1015, -2.3324, 0.9858], [3.8134, -0.8437, 0.0697], [2.5434, -1.4698, 1.1447], [4.6955, -3.5047, -1.1401], [3.6689, -3.3602, -2.5878], [4.4927, -1.9322, -1.9222], [-0.4151, -0.4263, -1.8696], [-1.4530, -1.8158, -1.3880], [-1.8978, -0.7497, 0.6717], [-0.4056, 1.0562, 1.5886], [0.7833, 0.7206, 0.1902], [-4.3438, 1.5783, 3.6865], [-4.2513, 1.5317, 2.3122], [-5.2743, 0.8985, 1.6075], [-5.1349, 0.8625, 0.2178], [-6.0911, 0.1859, -0.5064], [-4.0804, 1.4529, -0.4476], [-3.0369, 2.1027, 0.2890], [-1.9285, 2.5963, -0.4525], [-1.0139, 3.6410, -0.1493], [-0.1481, 4.0668, -1.2074], [0.8304, 5.0209, -1.0046], [1.0294, 5.5864, 0.2650], [0.1774, 5.1800, 1.2915], [0.3840, 5.7029, 2.5483], [-0.8649, 4.2817, 1.1150], [-3.1402, 2.1014, 1.7085], [-6.1224, 0.4488, 2.1145], [-4.0233, 1.4232, -1.5345], [-1.8703, 2.2214, -1.4812], [-0.2921, 3.6227, -2.1932], [1.4608, 5.3414, -1.8346], [1.8073, 6.3219, 0.4530], [-1.5490, 4.0820, 1.9336], [-2.3335, 2.4877, 2.3253]], "atomic_forces_ev_per_a": [[-0.057, -0.024, -0.252], [0.637, -0.207, -0.306], [0.312, 0.055, 0.354], [0.324, -0.550, 0.485], [-0.083, 0.094, 0.122], [0.200, -0.345, -0.209], [-0.759, -0.193, 0.613], [-0.027, -0.373, 0.099], [-0.326, -0.178, -0.544], [0.117, 0.919, -0.151], [-0.209, -0.421, 0.163], [0.280, 0.833, -0.588], [-0.191, 0.180, 0.004], [0.165, 0.256, -0.069], [0.108, -0.020, 0.250], [-0.132, 0.095, 0.071], [-0.011, -0.085, -0.124], [0.102, 0.203, -0.034], [-0.235, 0.103, -0.096], [-0.151, -0.231, 0.057], [0.140, -0.172, -0.183], [-0.112, 0.056, -0.131], [0.029, 0.090, 0.145], [-0.139, -0.152, 0.027], [-0.197, -0.171, 0.123], [0.134, 0.259, -0.056], [0.302, 0.118, 0.192], [0.087, -0.177, -0.111], [-0.245, 0.115, 0.067], [0.163, -0.108, -1.778], [0.043, 0.154, 1.168], [0.476, 0.235, -0.369], [-1.032, -0.602, -0.367], [1.216, 0.978, 0.870], [0.737, 0.223, 0.020], [-1.196, -1.058, 0.730], [-0.071, 0.713, -0.177], [0.684, 0.340, -0.103], [-0.349, -0.423, 0.185], [0.205, 0.322, 0.101], [-0.442, -0.541, -0.360], [-0.183, 0.205, 1.263], [-0.368, -0.554, -1.530], [0.247, 0.078, -0.110], [-0.021, 0.133, -0.290], [0.145, 0.034, -0.094], [-0.126, -0.133, 0.240], [0.003, 0.149, 0.323], [0.171, 0.103, 0.242], [-0.188, -0.131, 0.248], [-0.154, -0.146, 0.005], [0.365, 0.205, -0.124], [-0.388, -0.252, -0.011]], "homo_energy_ev": -12.1922, "orbital_gap_ev": 5.8268, "e_lumo_ev": -6.37, "charge": 1, "spin_multiplicity": 1}



{"formula": "C22H25ClN2O2SV", "method": "ωB97M-V/def2-TZVPD", "species": ["V", "C", "C", "C", "C", "C", "C", "C", "C", "C", "C", "H", "H", "H", "H", "H", "H", "H", "H", "H", "H", "H", "H", "H", "H", "H", "C", "N", "C", "C", "N", "C", "H", "H", "H", "H", "H", "H", "Cl", "C", "C", "C", "C", "C", "C", "C", "O", "O", "H", "H", "H", "H", "S", "C"], "coordinates": [[0.5440, 0.9594, -0.2606], [-1.1742, 2.3228, 0.5210], [-0.2463, 2.0274, 1.5512], [1.0040, 2.6014, 1.1979], [0.8378, 3.2482, -0.0723], [-0.4949, 3.0360, -0.5017], [-1.1010, 3.6097, -1.7470], [1.8025, 4.1705, -0.7484], [2.2207, 2.6191, 2.0692], [-0.5178, 1.2670, 2.8143], [-2.6414, 2.0377, 0.5611], [-1.3470, 4.6672, -1.6157], [-2.0217, 3.0931, -2.0193], [-0.4124, 3.5384, -2.5901], [1.4701, 5.2046, -0.6197], [1.8759, 3.9675, -1.8167], [2.8015, 4.0814, -0.3291], [2.1179, 3.3626, 2.8647], [3.1139, 2.8533, 1.4932], [2.3833, 1.6467, 2.5354], [-0.6515, 1.9438, 3.6623], [0.3069, 0.5924, 3.0458], [-1.4240, 0.6654, 2.7326], [-3.0610, 1.9242, -0.4377], [-3.1641, 2.8642, 1.0497], [-2.8638, 1.1324, 1.1255], [-3.5693, -2.9017, -0.2178], [-2.7771, -1.7858, -0.6963], [-2.9080, -1.1494, -1.9066], [-1.9544, -0.1786, -1.9259], [-1.2490, -0.2128, -0.7503], [-1.7665, -1.1878, -0.0373], [-4.6084, -2.6055, -0.0835], [-3.1682, -3.2336, 0.7365], [-3.5166, -3.7300, -0.9222], [-3.6439, -1.4486, -2.6318], [-1.7192, 0.5245, -2.7067], [-1.4191, -1.4946, 0.9360], [2.7641, -7.2546, -0.0446], [2.3511, -5.5679, -0.1085], [2.0872, -4.8904, 1.0718], [1.7565, -3.5468, 1.0141], [1.6898, -2.8906, -0.2096], [1.9637, -3.5848, -1.3821], [2.2966, -4.9285, -1.3374], [1.3141, -1.4491, -0.2680], [1.2463, -0.8579, -1.3766], [1.0211, -0.8334, 0.8021], [2.1467, -5.4131, 2.0163], [1.5530, -2.9868, 1.9171], [1.9164, -3.0577, -2.3254], [2.5150, -5.4820, -2.2399], [3.9174, 1.4353, -1.0686], [2.4034, 1.2754, -0.7205]], "atomic_forces_ev_per_a": [[0.097, -0.045, 0.007], [0.133, 0.000, 0.003], [0.003, -0.035, 0.058], [-0.019, 0.032, -0.048], [-0.016, -0.034, -0.018], [-0.049, 0.026, 0.012], [0.038, -0.017, 0.010], [-0.012, 0.006, 0.013], [-0.022, 0.036, 0.006], [0.003, 0.034, -0.013], [0.015, 0.004, -0.007], [-0.009, -0.002, 0.000], [0.000, -0.004, -0.010], [-0.007, 0.002, -0.005], [0.003, 0.000, 0.005], [-0.004, -0.003, 0.001], [0.007, 0.007, -0.010], [0.009, 0.004, -0.003], [0.011, -0.002, 0.016], [-0.009, -0.004, 0.000], [0.010, -0.006, 0.006], [-0.003, -0.003, 0.010], [0.002, -0.003, -0.008], [-0.014, -0.013, 0.004], [0.002, 0.006, -0.008], [-0.007, -0.004, -0.004], [-0.009, -0.048, 0.008], [-0.008, -0.004, 0.013], [0.002, 0.007, -0.005], [-0.004, -0.001, 0.001], [0.008, 0.000, -0.012], [0.011, 0.031, -0.013], [0.003, 0.009, -0.001], [0.001, 0.018, 0.005], [0.003, 0.011, -0.009], [0.001, 0.002, -0.002], [0.001, -0.001, 0.001], [-0.006, -0.013, -0.002], [0.002, -0.014, -0.003], [-0.003, 0.046, 0.008], [0.002, -0.027, -0.003], [-0.007, 0.031, 0.000], [0.018, -0.027, -0.005], [0.007, -0.004, -0.008], [-0.001, -0.033, 0.000], [-0.052, 0.116, -0.063], [0.038, -0.093, 0.064], [-0.030, -0.023, -0.073], [-0.002, 0.006, 0.002], [0.002, -0.008, 0.005], [-0.003, 0.012, 0.007], [-0.002, 0.011, -0.005], [0.020, -0.012, -0.060], [-0.152, 0.020, 0.131]], "homo_energy_ev": [-7.4189, -5.7025], "orbital_gap_ev": [7.7208, 6.0032], "e_lumo_ev": [0.30, 0.30], "s_squared": 1.217, "charge": 0, "spin_multiplicity": 2}